{"formula": "C39H37AsO7P2STi", "method": "wB97M-V/def2-TZVPD", "e_above_lowest_kcal_mol": 24.5, "e_homo_ev": -8.0643, "e_tot_ha": -6201.2150, "total_charge": 0, "largest_force_ev_per_a": 0.7, "species": ["Ti", "O", "C", "C", "C", "C", "C", "C", "P", "C", "C", "C", "C", "C", "C", "C", "C", "C", "C", "C", "C", "C", "C", "C", "C", "C", "C", "P", "C", "C", "C", "C", "C", "C", "C", "C", "C", "C", "C", "C", "H", "H", "H", "H", "H", "H", "H", "H", "H", "H", "H", "H", "H", "H", "H", "H", "H", "H", "H", "H", "H", "H", "H", "H", "H", "H", "H", "H", "C", "As", "C", "C", "H", "H", "H", "H", "H", "H", "H", "H", "H", "O", "S", "O", "O", "O", "O", "O"], "xyz": [[-2.4199, 1.0233, 0.1465], [2.6686, -0.8443, 0.7998], [3.1607, -0.2834, -0.3584], [3.8858, -1.0075, -1.2856], [4.3660, -0.3602, -2.4166], [4.1335, 0.9924, -2.5997], [3.4135, 1.7042, -1.6471], [2.9113, 1.0829, -0.5085], [1.7962, 1.8952, 0.6956], [1.8849, 3.6338, 0.1291], [2.8893, 4.5203, 0.5199], [2.9149, 5.8147, 0.0249], [1.9397, 6.2375, -0.8698], [0.9375, 5.3655, -1.2640], [0.9072, 4.0706, -0.7631], [2.8293, 1.9583, 2.2088], [2.2030, 2.3612, 3.3854], [2.9148, 2.4506, 4.5740], [4.2611, 2.1195, 4.6035], [4.8932, 1.7066, 3.4375], [4.1836, 1.6322, 2.2482], [2.4021, -2.1965, 0.8333], [3.1566, -2.9813, 1.6918], [2.8461, -4.3200, 1.8359], [1.7793, -4.8686, 1.1329], [1.0356, -4.0727, 0.2802], [1.3421, -2.7206, 0.0953], [0.3227, -1.5761, -0.9367], [-0.2139, -2.6615, -2.3108], [0.5764, -3.6924, -2.8130], [0.2034, -4.3753, -3.9637], [-0.9638, -4.0356, -4.6312], [-1.7473, -2.9933, -4.1523], [-1.3662, -2.3032, -3.0133], [-1.0989, -1.6271, 0.2459], [-2.1841, -2.4978, 0.1566], [-3.0507, -2.6504, 1.2330], [-2.8570, -1.9283, 2.4050], [-1.7929, -1.0498, 2.5015], [-0.9151, -0.8886, 1.4318], [4.0682, -2.0635, -1.1336], [4.9265, -0.9214, -3.1533], [4.5105, 1.4983, -3.4782], [3.2316, 2.7607, -1.7996], [3.6539, 4.1956, 1.2149], [3.6962, 6.4955, 0.3376], [1.9583, 7.2495, -1.2535], [0.1717, 5.6934, -1.9548], [0.1248, 3.3892, -1.0737], [1.1474, 2.6127, 3.3762], [2.4135, 2.7744, 5.4770], [4.8179, 2.1839, 5.5293], [5.9443, 1.4473, 3.4553], [4.6891, 1.3160, 1.3431], [3.9665, -2.5263, 2.2463], [3.4285, -4.9346, 2.5103], [1.5219, -5.9120, 1.2586], [0.1944, -4.5022, -0.2495], [1.4916, -3.9672, -2.3059], [0.8308, -5.1740, -4.3377], [-1.2557, -4.5684, -5.5265], [-2.6491, -2.7079, -4.6800], [-1.9518, -1.4594, -2.6694], [-2.3239, -3.0950, -0.7351], [-3.8749, -3.3506, 1.1594], [-3.5386, -2.0494, 3.2366], [-1.6458, -0.4661, 3.3992], [-0.0436, -0.2412, 1.5038], [-5.7949, 1.5500, -1.3002], [-4.7982, 0.0998, -0.5061], [-6.0208, -0.5894, 0.8213], [-4.8274, -1.2223, -1.9251], [-6.7409, 1.1857, -1.6990], [-5.1909, 1.9856, -2.0950], [-5.9655, 2.2985, -0.5293], [-7.0020, -0.7518, 0.3763], [-6.0858, 0.1464, 1.6201], [-5.6341, -1.5266, 1.2156], [-5.8565, -1.4188, -2.2232], [-4.3565, -2.1436, -1.5907], [-4.2660, -0.8283, -2.7718], [-5.0816, 2.4462, 1.7992], [-3.6624, 2.6776, 1.7775], [-2.9061, 1.3743, 2.0895], [-3.2043, 2.7308, 0.2610], [-3.1636, 3.8002, 2.4920], [-2.0881, 0.6120, -1.6323], [-1.0072, 1.2618, -0.9589]], "forces_ev_per_a": [[0.6, 0.2, -0.1], [0.0, 0.1, 0.1], [-0.1, 0.1, 0.1], [0.0, -0.1, 0.0], [0.0, 0.0, 0.0], [0.0, 0.0, 0.0], [0.0, 0.0, 0.0], [0.0, 0.0, -0.1], [0.0, 0.0, 0.1], [0.1, 0.1, 0.0], [0.0, -0.1, 0.0], [0.0, 0.0, 0.0], [0.0, 0.0, 0.0], [0.0, -0.1, 0.0], [0.0, 0.0, 0.0], [0.1, 0.0, -0.1], [0.0, 0.0, 0.1], [0.0, 0.0, 0.0], [0.0, 0.0, -0.1], [0.0, 0.0, 0.1], [0.0, 0.0, 0.0], [-0.1, 0.0, -0.2], [0.0, 0.1, 0.0], [0.0, -0.1, 0.0], [0.0, 0.0, 0.0], [0.1, 0.1, 0.0], [0.0, -0.2, 0.1], [0.1, 0.0, 0.1], [0.0, 0.1, 0.0], [0.0, 0.0, 0.0], [0.0, 0.0, 0.0], [0.0, 0.0, 0.0], [0.0, 0.0, 0.0], [-0.1, 0.0, 0.0], [0.1, -0.2, 0.1], [-0.1, 0.0, 0.2], [0.1, 0.0, -0.1], [-0.1, -0.1, 0.0], [0.1, 0.1, 0.1], [-0.2, 0.0, -0.5], [0.0, 0.0, 0.0], [0.0, 0.0, 0.0], [0.0, 0.0, 0.0], [0.0, 0.0, 0.0], [0.0, 0.0, 0.0], [0.0, 0.0, 0.0], [0.0, 0.0, 0.0], [0.0, 0.0, 0.0], [0.0, 0.0, 0.0], [0.0, 0.0, 0.0], [0.0, 0.0, 0.0], [0.0, 0.0, 0.0], [0.0, 0.0, 0.0], [0.0, 0.0, 0.0], [0.0, 0.0, 0.0], [0.0, 0.0, 0.0], [0.0, 0.0, 0.0], [0.0, 0.0, 0.0], [0.0, 0.0, 0.0], [0.0, 0.0, 0.0], [0.0, 0.0, 0.0], [0.0, 0.0, 0.0], [0.0, 0.0, 0.0], [0.0, 0.0, 0.0], [0.0, 0.0, 0.0], [0.0, 0.0, 0.0], [0.0, 0.0, 0.0], [0.0, 0.0, 0.1], [0.0, 0.1, 0.0], [0.0, 0.0, 0.0], [0.0, -0.1, 0.0], [0.0, 0.0, 0.0], [0.0, 0.0, 0.0], [0.0, 0.0, 0.0], [0.0, 0.0, 0.0], [0.0, 0.0, 0.0], [0.0, 0.0, 0.0], [0.0, 0.0, 0.0], [0.0, 0.0, 0.0], [0.0, 0.0, 0.0], [0.0, 0.0, 0.0], [0.0, 0.0, 0.0], [-0.2, -0.1, -0.1], [0.0, 0.1, 0.0], [0.0, 0.0, 0.0], [0.2, 0.0, 0.0], [-0.1, 0.0, 0.3], [-0.3, -0.1, 0.1]]}

=====

{"formula": "C39H37Br2N3O3P2RuS", "method": "wB97M-V/def2-TZVPD", "s_squared": 6.055, "e_homo_ev": [-11.6684, -12.6021], "spin_multiplicity": 5, "e_tot_ha": -8221.4827, "total_charge": 2, "largest_force_ev_per_a": 3.8, "species": ["Ru", "N", "C", "C", "O", "O", "H", "H", "H", "H", "Br", "C", "C", "C", "Br", "C", "C", "C", "C", "N", "C", "C", "O", "H", "H", "H", "H", "C", "S", "C", "C", "C", "N", "P", "C", "C", "C", "C", "C", "C", "C", "C", "C", "C", "C", "C", "P", "C", "C", "C", "C", "C", "C", "C", "C", "C", "C", "C", "C", "H", "H", "H", "H", "H", "H", "H", "H", "H", "H", "H", "H", "H", "H", "H", "H", "H", "H", "H", "H", "H", "H", "H", "H", "H", "H", "H", "H", "H"], "xyz": [[-0.0204, 0.4025, 1.6704], [1.6401, 0.2025, 3.0230], [1.2993, -0.3763, 4.3437], [-0.1766, -0.8685, 4.3160], [-0.5258, -1.7829, 5.0748], [-0.9233, -0.2523, 3.4617], [2.2715, -0.4973, 2.6167], [2.1319, 1.0944, 3.1447], [1.5287, 0.3651, 5.1296], [1.9961, -1.2025, 4.5442], [-4.9970, 1.8380, 0.3278], [-4.1307, 2.2870, 1.9416], [-4.5512, 3.1840, 2.8682], [-3.6293, 3.7198, 3.8003], [-4.4762, 4.6938, 5.2356], [-2.2403, 3.4788, 3.6619], [-1.2683, 4.2545, 4.3454], [0.0557, 4.1373, 3.9065], [0.4104, 3.0288, 3.1151], [-0.5210, 2.1928, 2.5628], [-1.8768, 2.4855, 2.7303], [-2.7638, 1.7217, 1.9069], [-2.4684, 0.6995, 1.2024], [-5.5930, 3.5859, 2.9823], [-1.5776, 4.9526, 5.1543], [0.7857, 4.8852, 4.2146], [1.4393, 2.8345, 2.8576], [-0.0043, -4.4946, -5.5348], [-1.5531, -3.7832, -4.9785], [-1.1619, -3.1818, -3.3213], [-1.8482, -1.8718, -3.0720], [-1.7467, -1.3792, -1.6062], [-0.4468, -0.7668, -1.2150], [0.4123, -1.2767, 0.1987], [2.0883, -1.3635, -0.4985], [3.1826, -1.2166, 0.3186], [4.3467, -1.9370, 0.0467], [4.4728, -2.6578, -1.1559], [3.4044, -2.6586, -2.0502], [2.2465, -1.8826, -1.8022], [0.1055, -2.9191, 0.8909], [-0.8353, -3.0364, 1.9172], [-0.8140, -4.1976, 2.6822], [-0.0472, -5.3094, 2.3864], [0.8299, -5.1938, 1.3186], [0.8400, -4.0442, 0.4960], [-0.1164, 0.9803, -0.5373], [-1.2322, 2.0910, -1.4726], [-1.8047, 3.2168, -0.8953], [-2.5440, 4.1159, -1.6730], [-2.8389, 3.8156, -2.9932], [-2.2019, 2.7010, -3.6032], [-1.3491, 1.8872, -2.8438], [1.4345, 1.6499, -1.2131], [2.1198, 2.6209, -0.4469], [3.2101, 3.2882, -1.0210], [3.5804, 3.0217, -2.3498], [2.8100, 2.1073, -3.0751], [1.7532, 1.3731, -2.5143], [-0.0943, -4.9135, -6.5148], [0.3250, -5.3071, -4.8369], [0.7914, -3.7564, -5.4780], [-0.0583, -3.0598, -3.2597], [-1.4602, -3.9883, -2.6591], [-2.9570, -1.9676, -3.2315], [-1.4127, -1.0932, -3.7184], [-1.9722, -2.1649, -0.8964], [-2.5737, -0.6064, -1.5521], [3.1208, -0.6241, 1.2719], [5.1986, -1.8539, 0.7354], [5.3305, -3.3041, -1.3294], [3.3429, -3.2533, -2.9979], [1.4951, -1.7365, -2.5954], [-1.5456, -2.2334, 2.1969], [-1.5980, -4.2694, 3.4387], [-0.1932, -6.3171, 2.8175], [1.4609, -6.0194, 0.9949], [1.5167, -4.0027, -0.3498], [-1.7051, 3.4729, 0.1651], [-2.8711, 5.0929, -1.2484], [-3.4906, 4.4570, -3.5711], [-2.2808, 2.5272, -4.6740], [-0.7669, 1.1072, -3.3474], [1.8072, 2.8781, 0.5640], [3.7313, 4.0580, -0.4105], [4.4644, 3.5554, -2.7713], [3.0394, 1.9577, -4.1488], [1.2439, 0.6016, -3.1133]], "forces_ev_per_a": [[-0.1, 1.1, -2.1], [1.5, -0.6, 0.4], [0.1, -0.1, 0.5], [-0.2, -1.5, 1.5], [0.6, 1.6, -1.2], [-0.1, -0.6, 0.2], [-0.2, 0.9, 0.2], [0.1, -0.7, -0.2], [-0.7, -0.3, -0.2], [-0.5, 0.0, 0.0], [-0.7, 0.2, 0.6], [0.9, -1.0, -2.0], [-0.8, 1.2, 1.2], [-1.9, -0.2, 0.4], [1.1, -0.4, -0.9], [-0.2, 0.3, 0.4], [0.6, -0.2, -0.5], [-0.8, -0.1, 0.7], [-2.2, -0.2, -0.8], [-0.2, 2.3, 1.7], [3.8, -0.1, 0.6], [-1.5, -1.5, -0.6], [-0.3, 2.4, 1.6], [1.1, -0.8, -0.6], [0.3, -0.4, -1.0], [0.0, -0.5, 0.1], [0.1, 0.1, 0.0], [0.3, -0.6, 1.3], [0.6, -0.2, 0.0], [1.4, -0.1, -0.6], [-1.0, 0.6, 0.6], [-0.4, 2.1, -0.1], [0.5, 1.1, 0.4], [0.2, -0.6, 1.0], [-1.0, 0.0, -1.3], [0.7, -0.5, 1.5], [0.8, 0.7, -0.7], [-0.6, -0.5, 0.8], [-1.1, 0.6, -1.2], [1.0, -1.0, 0.7], [-0.4, -0.4, -1.4], [0.4, 0.2, 0.7], [-2.0, -0.2, 0.4], [0.3, -0.4, -0.7], [0.1, 0.3, -1.6], [0.5, -0.4, 1.4], [-1.4, 0.1, -1.2], [0.1, -0.3, 0.4], [-0.3, 0.6, 0.2], [-0.2, 0.5, 0.3], [0.8, -0.9, -0.5], [0.2, 0.5, 0.7], [-0.7, 0.2, -0.8], [-0.6, -0.2, 1.0], [0.3, -0.3, -0.9], [-0.1, 0.3, 0.4], [-0.1, 0.3, 0.5], [0.5, -0.3, -1.2], [1.4, 0.6, -1.0], [-0.3, 0.0, -0.6], [-0.5, 0.5, -0.3], [0.0, 0.4, -0.1], [-0.6, -0.3, 0.0], [-0.2, -0.2, 0.3], [1.0, 0.1, -0.2], [-0.4, -0.3, 0.1], [-0.2, -0.3, 0.1], [0.9, -0.7, 0.3], [0.1, -0.9, -1.3], [-0.4, -0.2, -0.4], [-0.1, 0.3, 0.0], [0.8, 0.6, 0.9], [0.2, -0.4, 0.8], [0.8, -0.4, -0.2], [0.4, 0.0, 0.0], [0.2, 1.0, 0.3], [-0.2, 0.0, 0.2], [0.0, 0.0, 0.1], [0.3, -0.3, -0.4], [0.1, -1.1, -0.2], [0.1, 0.0, 0.0], [-0.2, 0.0, 0.2], [-0.4, 0.3, 0.3], [0.0, -0.2, -0.2], [-0.3, -0.7, -0.6], [-1.0, -0.6, 0.2], [0.0, 0.0, 0.8], [0.2, 0.6, 0.5]]}